Arrangement i

Density functional theory data (ωB97M-V with the def2-TZVPD basis set) for one molecule with the formula C2H3NOS2.

Summary:
Structure (SMILES)   S=CO/C=N/S

```
9
Properties=species:S:1:pos:R:3:nbo_charge:R:1
C -0.099 -0.709 0.501 0.377
C 0.635 1.453 0.833 -0.013
H -1.159 -1.119 -2.676 0.121
H -0.204 -1.668 1.009 0.172
H 0.215 1.467 -0.156 0.194
N -0.285 -0.510 -0.734 -0.623
O 0.197 0.303 1.378 -0.484
S -0.682 -1.855 -1.683 0.196
S 1.381 2.639 1.529 0.062
```

Arrangement ii

Density functional theory data (ωB97M-V with the def2-TZVPD basis set) for one molecule with the formula C2H3NOS2.

```
9
Properties=species:S:1:pos:R:3:nbo_charge:R:1
C 0.246 1.121 0.521 0.106
C 0.902 0.215 1.294 -0.463
N -0.347 -0.404 -1.078 -0.263
O -0.529 0.799 -0.527 -0.303
S 0.974 -1.430 0.939 0.063
S -1.670 -0.962 -1.878 0.290
H 0.123 2.159 0.786 0.205
H 1.310 0.550 2.236 0.233
H -1.009 -2.049 -2.292 0.133
```

Arrangement iii

Density functional theory data (ωB97M-V with the def2-TZVPD basis set) for one molecule with the formula C2H3NOS2.

Summary:
Structure (SMILES)   S[C@@H]1OC=NS1

```
9
Properties=species:S:1:pos:R:3:nbo_charge:R:1
C 0.348 0.912 -1.249 0.363
C 0.072 -0.579 0.443 -0.114
N -0.535 0.263 -1.864 -0.623
O 0.771 0.477 -0.016 -0.504
S -1.069 -1.091 -1.110 0.389
S -1.003 -0.081 1.837 -0.036
H 0.865 1.839 -1.442 0.200
H 0.697 -1.375 0.538 0.193
H -0.146 -0.365 2.863 0.131
```

Arrangement iv

Density functional theory data (ωB97M-V with the def2-TZVPD basis set) for one molecule with the formula C2H3NOS2.

Summary:
Structure (SMILES)   O=C(C=S)NS

```
9
Properties=species:S:1:pos:R:3:nbo_charge:R:1
C -0.485 0.622 -0.055 0.586
C -1.273 -0.659 0.150 -0.459
H 2.231 -1.277 0.669 0.124
H 1.182 1.741 -0.268 0.417
H -0.613 -1.651 0.381 0.237
N 0.957 0.763 0.294 -0.753
O -1.087 1.604 -0.424 -0.530
S 1.880 -0.603 -0.459 0.130
S -2.792 -0.540 -0.288 0.249
```

What is the least stable structure shown above? It is arrangement ii.